[1]
ORCA calculation (wB97M-V/def2-TZVPD) on a 8-piece molecular cluster, C9H34O8 overall in a non-equilibrium geometry.

For the strongest force on any atom, the calculation gives 3.58 eV/A. Its energy is -964.9943 Ha. As for the structure (SMILES): CCO.CO.CO.CO.CO.CO.CO.CO.

Geometry (Å):
H (2.06, -1.06, 0.51)
H (0.07, -2.12, -3.95)
C (-2.64, 3.52, -1.41)
H (3.40, -0.86, -0.40)
O (-0.39, 1.07, -0.23)
O (-0.74, -2.61, 0.54)
H (-3.45, 4.32, -1.43)
H (-1.81, -0.26, 0.73)
H (-0.27, -4.00, -0.86)
H (0.75, -2.75, -0.93)
O (-2.74, -0.09, 0.88)
H (-0.86, -0.22, -1.58)
C (1.10, -2.50, -3.81)
H (-1.69, 3.82, -1.77)
O (3.43, -1.18, 2.99)
C (-0.02, 0.47, -1.47)
H (4.10, -2.34, 1.48)
H (-0.07, 1.15, -2.31)
H (0.95, -0.05, -1.45)
H (2.89, 0.42, 0.52)
C (-0.34, -2.90, -0.75)
H (-2.95, 2.79, -2.24)
H (1.47, -2.36, -4.82)
C (0.58, 3.64, 1.92)
O (-2.54, 2.81, -0.22)
H (-4.63, -0.76, 0.13)
H (0.66, 1.06, 2.12)
H (0.70, -0.32, 2.96)
C (-0.01, 0.38, 2.65)
H (-3.36, 2.77, 0.19)
H (-0.53, -0.20, 1.91)
H (-1.49, -3.14, 0.73)
C (-3.59, -0.96, 0.08)
H (-0.39, 3.43, 1.44)
H (0.68, 3.05, 2.80)
H (-0.90, -2.44, -1.59)
H (-1.40, 1.53, 3.13)
H (1.33, 2.75, 0.36)
O (1.63, 3.43, 0.98)
H (-1.18, 1.57, -0.29)
H (0.55, 4.65, 2.25)
C (3.03, -0.63, 0.58)
H (1.71, -1.85, -3.15)
H (-3.31, -1.16, -0.98)
O (1.07, -3.86, -3.42)
H (-3.41, -1.89, 0.63)
H (4.11, -0.62, 3.44)
O (-0.76, 1.02, 3.58)
H (0.38, -4.32, -3.96)
C (3.92, -1.32, 1.72)
H (4.89, -0.85, 1.82)

[2]
ORCA calculation (wB97M-V/def2-TZVPD) on C9H36F2Mn2N18O11P as an isolated structure in a non-equilibrium geometry.

For the strongest force on any atom, the calculation gives 2.14 eV/A. As for the net charge: +3. Its energy is -5020.7884 Ha. The multiplicity is 11.

Geometry (Å):
C (-1.40, -4.01, -3.15)
H (3.34, 1.12, 2.41)
N (-0.18, -1.73, 6.06)
F (1.40, -1.22, 1.41)
H (-0.78, 3.10, -2.58)
N (-3.62, -3.61, 0.14)
H (0.90, 0.30, 3.93)
N (-3.99, -4.11, 2.30)
H (5.76, -1.24, 1.65)
N (0.76, -0.03, 4.88)
C (-1.65, 3.76, 0.70)
N (4.06, -1.45, -4.16)
H (-6.02, 0.51, -1.01)
H (-1.25, 2.30, -4.10)
O (3.00, -0.13, -2.70)
H (3.52, 5.07, 2.19)
H (-6.64, 1.44, 1.02)
C (-3.32, -3.35, 1.42)
N (-1.97, -5.26, -3.25)
Mn (-2.33, -0.66, 2.57)
H (-3.65, 3.80, 0.97)
H (1.15, 0.49, 5.64)
N (-2.90, 3.21, 0.64)
H (-4.65, -4.82, 2.05)
O (2.29, 3.22, -0.10)
H (0.26, 3.33, 0.36)
H (-4.30, 0.51, -1.31)
H (6.01, -0.60, 0.10)
N (-5.08, 0.44, -0.67)
O (-3.79, 0.05, 1.21)
C (2.92, 4.13, 0.48)
H (-2.43, -5.58, -4.08)
H (2.43, 3.74, 2.41)
N (1.07, 2.07, -4.93)
H (3.68, 4.94, -1.26)
P (0.41, -0.50, 0.42)
O (-1.41, 4.83, 1.26)
H (-2.17, -5.74, -2.39)
N (4.26, 0.72, 2.35)
F (0.09, -1.65, -0.63)
H (4.19, -2.32, -4.63)
N (2.98, 4.31, 1.80)
H (2.98, -3.29, -3.09)
H (-0.53, -2.82, -1.81)
C (4.64, 0.38, 1.10)
O (-2.44, -2.53, 1.79)
H (-5.82, 0.78, 2.38)
O (1.17, 0.55, -0.31)
O (1.55, 2.25, -2.74)
O (-0.78, -0.20, 1.29)
N (3.57, 5.06, -0.27)
C (-4.84, 0.45, 0.65)
H (-0.92, 2.15, -0.29)
H (0.44, 2.06, -5.71)
Mn (2.83, 1.47, -1.38)
H (1.87, -2.48, -2.09)
N (-0.67, 2.99, 0.19)
O (3.99, 0.71, 0.08)
H (-3.10, 2.39, 0.11)
C (3.19, -1.29, -3.16)
N (-0.97, -3.71, -1.88)
H (-3.62, -4.16, 3.24)
H (4.47, -0.57, -4.44)
C (0.72, 2.34, -3.68)
O (-1.03, -1.19, 4.03)
N (-5.89, 0.87, 1.38)
N (5.71, -0.43, 1.05)
O (-1.04, -3.30, -4.08)
H (-0.80, -2.50, 6.21)
H (4.82, 0.49, 3.15)
N (-0.59, 2.54, -3.39)
N (2.67, -2.43, -2.68)
H (2.05, 2.11, -5.16)
H (-1.29, -4.27, -1.11)
H (0.36, -1.35, 6.82)
H (-3.33, -2.93, -0.55)
C (-0.24, -0.96, 4.96)
H (4.14, 5.76, 0.17)
H (-4.21, -4.35, -0.19)

[3]
ORCA calculation (wB97M-V/def2-TZVPD) on C9H36FeO17S2 as an isolated structure in a non-equilibrium geometry.

For the strongest force on any atom, the calculation gives 7.97 eV/A. As for the net charge: -1. Its energy is -3703.6264 Ha. The multiplicity is 6.

Geometry (Å):
O (3.78, 1.17, -1.95)
S (3.64, 4.32, -0.08)
H (1.00, -4.30, -1.37)
H (-3.77, -2.63, -1.77)
H (-3.77, 0.95, -3.82)
H (-1.31, -2.76, 2.47)
C (3.04, 0.16, -2.59)
O (-0.46, -3.88, 0.04)
O (-0.43, -1.19, 3.61)
O (3.15, 5.55, 0.64)
H (2.71, -4.42, 1.20)
H (-3.16, 0.56, 0.57)
H (3.67, 2.00, -2.43)
C (-3.63, 1.81, -3.16)
O (3.91, 4.50, -1.48)
H (2.08, 0.43, -3.04)
H (-0.65, -4.62, -1.89)
O (2.88, -2.44, 0.67)
H (-4.36, -1.97, -3.32)
H (-1.74, 3.28, 2.07)
H (-4.90, -0.71, 0.96)
H (-5.89, 0.71, 1.52)
H (1.81, -3.30, 2.27)
H (-1.90, 1.95, -2.32)
O (-3.86, 1.05, 1.03)
C (-0.70, 3.51, 2.28)
H (-4.67, -1.12, -1.84)
H (3.65, -0.47, -3.26)
H (0.13, -5.70, -0.74)
H (-5.53, 0.49, -0.10)
C (4.77, 0.74, 1.30)
Fe (1.61, 1.83, 0.97)
O (0.38, 0.42, 1.46)
O (-1.45, -0.01, -0.20)
H (2.71, -0.61, -1.87)
H (1.98, -2.20, 0.36)
C (2.73, -3.45, 1.70)
H (-3.92, 1.42, -2.17)
H (-2.10, -2.38, 3.99)
O (-2.32, 2.31, -3.11)
O (0.71, 1.09, -0.61)
H (-0.62, 4.58, 2.47)
H (-0.14, 3.90, 0.40)
H (-0.17, -2.96, -0.12)
H (-4.40, 2.55, -3.39)
O (4.86, 4.04, 0.74)
S (-0.02, -0.03, 0.03)
C (0.03, -4.66, -1.03)
H (-2.36, -0.84, -1.57)
C (-3.90, -1.72, -2.37)
O (3.36, 0.69, 0.97)
H (4.98, 0.02, 2.10)
H (3.62, -3.30, 2.31)
H (5.37, 0.51, 0.41)
H (-2.26, -1.42, 2.53)
H (-0.18, -0.60, 2.87)
O (0.60, -1.32, -0.19)
H (5.07, 1.76, 1.52)
C (-1.53, -1.94, 3.18)
O (-2.71, -0.97, -2.47)
O (0.07, 3.25, 1.08)
C (-5.07, 0.37, 0.90)
H (-0.33, 2.90, 3.09)
O (2.64, 3.23, 0.15)
H (3.29, -0.11, 0.41)

[4]
ORCA calculation (wB97M-V/def2-TZVPD) on a 9-piece molecular cluster, C9H36N12O9 overall in a non-equilibrium geometry.

For the strongest force on any atom, the calculation gives 6.63 eV/A. As for the net charge: -1. Its energy is -1698.7942 Ha. The multiplicity is 2.

Geometry (Å):
H (-6.37, 20.94, 19.15)
H (-8.97, 25.22, 16.91)
H (-5.18, 26.15, 17.46)
N (0.46, 22.20, 20.50)
H (-3.66, 23.37, 16.50)
O (-1.17, 19.75, 16.89)
H (-2.97, 21.43, 22.80)
H (0.87, 23.09, 20.74)
H (-11.58, 19.20, 16.88)
C (-4.01, 21.72, 22.66)
N (-3.05, 22.45, 13.42)
N (-9.31, 24.27, 16.89)
H (-7.89, 19.07, 18.29)
H (-10.43, 20.51, 16.93)
O (-8.97, 22.15, 17.40)
C (-7.75, 19.72, 14.38)
H (-3.57, 18.96, 16.04)
N (-3.42, 23.70, 17.43)
H (-6.90, 24.51, 17.10)
C (-4.09, 24.54, 18.13)
C (-8.57, 23.26, 17.18)
N (-7.28, 23.57, 17.18)
H (-8.31, 19.14, 15.12)
N (-10.74, 19.60, 17.26)
H (-4.40, 25.02, 16.30)
C (-5.45, 20.94, 18.57)
O (-1.28, 23.16, 19.63)
N (-1.29, 17.85, 17.83)
N (-3.08, 18.45, 16.76)
O (-4.13, 22.87, 21.85)
H (-0.91, 21.81, 13.85)
O (-9.97, 17.70, 17.90)
H (-4.44, 21.67, 23.66)
H (-4.70, 21.23, 16.89)
H (-4.48, 20.78, 22.35)
N (-8.69, 19.53, 17.89)
H (-8.22, 20.68, 14.18)
O (-5.59, 21.06, 17.20)
N (-1.50, 21.59, 14.65)
H (-8.82, 20.47, 17.55)
H (-1.69, 16.92, 17.84)
H (-10.28, 24.02, 16.77)
C (-9.79, 18.82, 17.69)
H (-2.70, 23.36, 18.05)
H (-4.85, 20.08, 18.87)
H (0.62, 21.30, 20.94)
H (-0.33, 17.92, 18.11)
C (-1.88, 18.77, 17.17)
H (-6.70, 22.75, 17.20)
O (-3.60, 21.82, 15.41)
H (-7.75, 19.19, 13.43)
H (-6.42, 20.10, 15.65)
C (-2.73, 21.93, 14.55)
H (-5.06, 21.88, 18.95)
H (-0.75, 20.17, 20.31)
H (-3.67, 22.84, 21.01)
N (-1.27, 20.99, 20.04)
H (-3.94, 22.93, 13.48)
O (-6.37, 19.87, 14.72)
N (-4.67, 25.30, 17.24)
H (-3.43, 17.60, 17.18)
H (-2.21, 20.85, 19.72)
H (-1.22, 20.98, 15.41)
H (-2.37, 22.48, 12.67)
C (-0.73, 22.14, 19.94)
O (-4.03, 24.60, 19.38)

[5]
ORCA calculation (wB97M-V/def2-TZVPD) on C9H36N19NiO12 as an isolated structure in a non-equilibrium geometry.

For the strongest force on any atom, the calculation gives 2.13 eV/A. As for the net charge: +1. Its energy is -3816.1606 Ha. The multiplicity is 3.

Geometry (Å):
C (-2.09, 0.53, 4.08)
H (1.86, -2.96, 3.02)
H (1.20, -1.93, 1.75)
H (1.48, 3.98, 1.26)
N (1.97, -2.39, 2.20)
O (3.70, 5.23, 1.64)
H (4.41, 1.06, 3.83)
C (3.26, -2.02, 1.93)
N (-0.66, 0.84, -6.00)
H (-2.59, -4.05, 2.87)
C (-2.57, -1.65, -3.79)
H (3.85, 0.76, 2.18)
N (-2.87, -3.90, 1.92)
H (-0.39, 2.41, -0.86)
O (3.57, -1.25, 1.03)
O (0.67, 0.08, -4.32)
H (-3.90, -1.48, -5.31)
H (5.07, 4.91, -0.36)
H (-0.92, 0.50, 2.44)
H (-4.51, -2.09, -3.30)
O (0.44, -0.10, -1.63)
H (-1.34, -2.16, 2.98)
N (4.17, 4.49, -0.45)
O (1.43, 1.23, -0.25)
N (-0.22, 2.15, -4.15)
H (-1.25, 1.59, -6.32)
N (2.03, -4.58, -0.95)
O (-1.40, -1.54, -3.40)
H (4.04, -3.21, 3.49)
H (-3.43, -1.81, -1.97)
N (0.64, 0.31, -0.45)
H (3.78, 4.07, -1.27)
H (-3.58, 1.95, 4.11)
N (1.48, 1.41, 2.59)
H (-1.00, -1.34, 1.49)
H (-3.80, -4.21, 1.68)
N (-3.15, 4.07, -0.88)
H (-3.00, 4.56, -0.01)
N (-1.55, -2.01, 2.01)
C (-2.44, -2.74, 1.31)
H (1.66, 1.06, 1.68)
H (2.74, -4.43, -1.64)
O (-2.62, 2.21, -2.05)
H (2.18, -5.31, -0.28)
C (-2.25, 3.10, -1.29)
H (2.11, 3.05, 0.01)
H (-0.43, 0.11, -6.65)
H (-1.06, -3.95, -0.62)
H (0.18, 2.19, -3.23)
N (-3.24, 1.11, 4.54)
O (2.29, 1.96, 4.65)
N (-1.63, 1.06, 2.88)
N (-1.02, 3.17, -0.71)
O (-2.82, -2.43, 0.19)
C (0.88, -3.86, -1.01)
H (-0.16, -5.25, 0.08)
O (0.80, -2.92, -1.83)
H (-0.93, 3.79, 0.08)
N (3.71, 1.09, 3.12)
N (-0.17, -4.32, -0.31)
N (-3.58, -1.93, -2.96)
O (0.02, -0.15, 0.51)
N (-2.91, -1.48, -5.10)
Ni (0.59, -1.46, -3.15)
H (-2.26, 1.51, 2.24)
C (-0.06, 0.98, -4.79)
O (-1.45, -0.29, 4.71)
H (-4.11, 3.81, -1.02)
H (-2.32, -1.08, -5.81)
C (2.49, 1.57, 3.52)
H (5.17, -2.56, 2.36)
H (-0.97, 2.76, -4.45)
C (3.38, 4.60, 0.66)
H (-3.55, 0.80, 5.45)
N (2.20, 3.88, 0.57)
H (0.52, 1.58, 2.83)
N (4.22, -2.64, 2.69)

[6]
ORCA calculation (wB97M-V/def2-TZVPD) on a 9-piece molecular cluster, C9H36O9 overall in a non-equilibrium geometry.

For the strongest force on any atom, the calculation gives 1.69 eV/A. Its energy is -1041.4303 Ha. As for the structure (SMILES): CO.CO.CO.CO.CO.CO.CO.CO.CO.

Geometry (Å):
H (3.03, 2.97, -3.57)
O (-0.35, 3.48, 5.75)
H (3.77, -3.73, -4.22)
H (0.20, -0.95, -7.07)
H (-1.51, 0.27, 1.70)
O (1.72, 6.73, 2.03)
H (2.30, -2.42, 3.55)
C (3.29, -4.64, -3.88)
H (-0.13, 3.87, 4.90)
H (1.83, 6.76, 1.07)
H (-5.29, 0.32, 5.39)
H (-2.61, -5.73, -1.03)
H (1.62, 2.95, 5.62)
H (3.66, 7.02, 2.17)
H (-1.06, -1.75, -6.18)
H (2.08, 3.15, -2.11)
H (4.02, -5.19, -3.27)
O (2.08, 4.87, -3.18)
O (-1.15, -0.30, -0.32)
O (-2.93, -5.15, -1.73)
O (2.88, -5.38, -4.98)
H (0.75, 2.28, 7.01)
H (-1.59, -1.15, -0.47)
H (2.74, 8.55, 2.20)
H (2.49, -4.30, -3.22)
H (1.27, 3.99, 6.96)
H (-3.65, -5.34, -3.70)
H (2.32, -4.85, -5.55)
H (-1.45, -0.81, -7.63)
O (-0.45, -2.64, -7.92)
O (4.30, -2.63, 4.06)
H (-1.66, 1.44, 0.44)
H (-7.03, -1.07, 6.30)
H (3.39, -1.29, 2.78)
C (2.76, 7.51, 2.54)
H (2.76, 7.62, 3.62)
C (-3.10, -5.90, -2.93)
H (-1.27, -3.12, -8.08)
H (3.39, -2.88, 2.16)
C (3.29, -2.33, 3.09)
H (5.09, -2.21, 3.72)
C (0.87, 3.16, 6.38)
H (-6.98, 0.96, 5.80)
H (-3.66, -6.80, -2.71)
C (-0.73, -1.50, -7.19)
H (-6.44, 0.66, 4.11)
C (-1.87, 0.39, 0.67)
H (-2.14, -6.14, -3.38)
O (-6.97, -0.93, 5.36)
H (-2.94, 0.19, 0.69)
C (2.16, 3.48, -3.14)
H (1.34, 2.99, -3.68)
H (1.93, 5.15, -4.09)
C (-6.35, 0.34, 5.15)

[7]
ORCA calculation (wB97M-V/def2-TZVPD) on a 9-piece molecular cluster, C9H36O9 overall in a non-equilibrium geometry.

For the strongest force on any atom, the calculation gives 2.99 eV/A. Its energy is -1041.6104 Ha. As for the structure (SMILES): CC(C)O.CC(C)O.CC(C)O.O.O.O.O.O.O.

Geometry (Å):
O (1.44, 1.71, 2.60)
H (-0.39, 3.26, 2.17)
H (0.93, 1.47, 1.81)
H (-0.72, -1.85, -1.98)
O (3.29, -1.47, 1.02)
H (-1.74, 1.15, -2.83)
H (-2.96, 3.02, -1.84)
H (5.02, -0.27, -1.61)
C (-1.21, -5.15, -3.17)
H (3.76, -1.13, 1.78)
H (-1.77, -3.38, -0.47)
C (-0.98, -4.03, -2.11)
H (-0.45, -5.21, -3.95)
O (-0.89, 1.25, -3.25)
H (0.66, 3.06, 5.46)
H (-0.10, -4.33, -1.55)
O (-2.11, 3.21, -1.45)
H (-0.58, 0.59, -0.74)
H (-1.61, 3.62, -2.15)
H (2.44, -0.19, -1.90)
C (3.48, -0.59, -0.07)
H (-4.00, -0.52, 1.21)
H (1.50, -1.23, -0.72)
O (-2.67, 4.91, 0.87)
C (-0.96, -2.64, -2.69)
H (-3.63, 0.61, 0.27)
C (4.90, -0.68, -0.61)
C (1.31, 3.02, 4.58)
C (-0.66, 2.60, 3.00)
H (2.30, 2.66, 4.87)
H (-1.04, 1.70, 0.18)
O (-3.61, 0.36, 1.19)
C (0.53, 2.03, 3.63)
H (-0.78, 2.19, -3.36)
H (5.54, -0.04, 0.01)
H (-1.36, 3.02, 3.72)
H (0.20, 1.10, 4.10)
H (5.30, -1.69, -0.70)
O (-2.05, -3.98, -1.17)
H (3.24, 0.41, 0.30)
O (-0.51, 0.90, 0.16)
H (-0.21, -2.53, -3.47)
H (-3.40, 4.36, 1.16)
H (-1.20, -6.15, -2.72)
H (1.44, 4.01, 4.16)
H (-0.54, -2.11, 0.99)
H (-1.14, 1.68, 2.66)
H (-1.58, -1.00, 1.03)
H (-2.15, 4.34, 0.30)
C (2.48, -0.96, -1.13)
H (-1.96, -2.40, -3.06)
H (2.88, -1.79, -1.72)
O (-1.45, -1.91, 0.75)
H (-2.23, -5.01, -3.54)

[8]
ORCA calculation (wB97M-V/def2-TZVPD) on a 9-piece molecular cluster, C9H36O9 overall in a non-equilibrium geometry.

For the strongest force on any atom, the calculation gives 2.19 eV/A. Its energy is -1041.4141 Ha. As for the structure (SMILES): CO.CO.CO.CO.CO.CO.CO.CO.CO.

Geometry (Å):
H (1.19, -0.10, 6.88)
C (7.65, -0.10, 1.95)
H (6.40, 7.24, 3.24)
H (7.75, 0.45, 2.89)
H (-4.17, 0.60, -4.44)
H (0.91, 0.82, 1.33)
H (1.34, -4.09, -3.74)
H (-2.63, -7.05, -3.66)
H (8.90, 1.15, 0.99)
H (-5.62, 2.70, -3.98)
H (-6.67, -2.56, -1.21)
C (4.76, 6.26, 2.99)
H (-3.74, -6.62, -4.94)
H (1.57, 1.43, 6.29)
H (-4.04, 4.88, 1.74)
O (-5.27, -3.91, -0.59)
H (2.85, 0.54, 7.12)
H (4.44, 5.21, 3.01)
O (-2.33, 5.84, 1.97)
H (2.17, -5.56, -2.22)
O (2.28, -4.01, -3.54)
H (-6.38, -4.02, -2.28)
O (-2.28, -5.19, -4.32)
O (0.46, 1.52, 0.84)
C (-2.71, -6.50, -4.60)
H (4.46, 6.57, 3.99)
H (-3.54, 5.85, 0.30)
C (-0.30, 0.78, -0.08)
H (-5.39, -4.65, 0.01)
H (-1.15, 1.41, -0.33)
C (-6.50, -3.63, -1.26)
H (2.20, -3.95, -1.47)
H (-7.32, -4.19, -0.80)
O (2.53, -0.32, 5.35)
H (4.25, 6.90, 2.28)
O (8.75, 0.21, 1.12)
H (-4.33, 6.55, 1.70)
H (-0.79, -0.10, 0.33)
H (6.71, 0.25, 1.53)
H (-4.60, 1.72, -5.63)
H (2.39, -1.24, 5.58)
H (-2.66, -4.98, -3.46)
H (7.59, -1.18, 2.04)
H (-5.46, 0.22, -5.49)
O (6.16, 6.42, 2.80)
H (3.68, -4.65, -2.20)
C (2.02, 0.45, 6.43)
C (-3.59, 5.81, 1.38)
C (2.59, -4.56, -2.28)
H (-2.04, -6.94, -5.34)
C (-5.05, 1.04, -4.91)
O (-5.91, 1.78, -4.09)
H (-1.84, 5.08, 1.67)
H (0.30, 0.38, -0.90)